# 1
{
  "formula": "C18H40BrFIN4O6P2S",
  "method": "ωB97M-V/def2-TZVPD",
  "e_lumo_ev": -2.822,
  "homo_lumo_gap_ev": 7.33,
  "charge": 1,
  "symbols": ["C", "C", "F", "C", "P", "O", "Br", "C", "C", "C", "C", "O", "I", "N", "C", "C", "C", "C", "C", "S", "O", "O", "O", "H", "H", "H", "H", "H", "H", "H", "H", "H", "H", "H", "H", "H", "H", "H", "H", "H", "H", "H", "H", "H", "H", "O", "P", "N", "C", "C", "N", "C", "C", "N", "C", "C", "H", "H", "H", "H", "H", "H", "H", "H", "H", "H", "H", "H", "H", "H", "H", "H", "H", "H"],
  "xyz": [[-1.18596, -5.46077, -0.78130], [0.03304, -4.68673, -0.24676], [0.44794, -5.18671, 0.98238], [-0.12588, -3.16501, -0.23414], [0.30713, -2.57140, -1.99297], [-0.63820, -3.51333, -2.94543], [2.44681, -3.15799, -2.33648], [0.91009, -2.35740, 0.59735], [0.42905, -0.90474, 0.49298], [0.85684, 0.10776, 1.55641], [-0.09778, 0.24900, 2.72036], [-1.24196, 0.60867, 2.63143], [0.68569, -0.24838, 4.67736], [-1.04898, -1.05861, 0.21239], [-1.43118, -2.51729, 0.30015], [-1.80402, -2.69257, 1.79237], [-2.11774, -4.12335, 2.25986], [-1.56270, -4.49350, 3.64831], [-0.11419, -4.06912, 3.87873], [0.60404, -4.80436, 5.35244], [1.30488, -3.77064, 6.05038], [1.43027, -5.90655, 4.96702], [-0.65646, -5.31478, 6.17090], [-0.89251, -6.06947, -1.63100], [-1.94960, -4.78490, -1.15489], [-1.55513, -6.12112, -0.00250], [0.84573, -4.92441, -0.93283], [-0.15226, -3.63065, -3.77507], [1.96337, -2.49527, 0.37125], [0.86783, -2.64294, 1.65057], [0.77999, -0.45047, -0.43087], [1.82108, -0.19675, 1.95863], [1.04091, 1.05615, 1.05300], [-1.72131, -0.48668, 0.73619], [-1.18143, -0.69181, -0.73690], [-2.31351, -2.75044, -0.29234], [-1.04460, -2.19722, 2.39408], [-2.71751, -2.10885, 1.92940], [-3.20156, -4.20388, 2.34233], [-1.81725, -4.89681, 1.56723], [-2.18276, -4.12463, 4.46223], [-1.58303, -5.58173, 3.70950], [-0.00798, -2.99894, 4.03680], [0.56393, -4.34849, 3.07661], [-0.31075, -5.91511, 6.85128], [-0.29465, 2.72362, -1.66510], [0.61616, 3.87307, -2.09245], [0.05271, 4.98550, -0.90736], [-0.33785, 6.36501, -1.11109], [0.15168, 4.60570, 0.49314], [-0.02726, 4.14396, -3.67371], [-1.08940, 5.10430, -3.90614], [-0.28659, 2.91974, -4.42316], [1.96132, 4.89336, -2.42259], [2.95458, 5.06415, -1.35612], [2.38868, 5.38407, -3.73002], [0.33489, 6.90111, -1.78860], [-0.32224, 6.91864, -0.17159], [-1.35655, 6.43587, -1.49962], [1.10274, 4.93445, 0.93474], [0.08700, 3.52210, 0.60660], [-0.66313, 5.03262, 1.08101], [-1.99066, 4.88619, -3.31728], [-1.36390, 5.10473, -4.96228], [-0.75850, 6.12126, -3.69540], [-1.23609, 2.44944, -4.14022], [0.50996, 2.19070, -4.26301], [-0.31241, 3.13785, -5.49323], [2.77203, 5.99399, -0.80823], [3.97173, 5.09217, -1.74363], [2.91512, 4.24022, -0.64417], [1.84472, 6.29636, -3.98369], [2.24046, 4.65556, -4.52036], [3.45310, 5.62645, -3.73286]],
  "forces_ev_per_a": [[0.3, 0.2, 0.1], [-0.1, -0.3, -0.7], [-0.2, 0.1, 0.2], [1.0, -0.3, 0.2], [-0.8, 1.4, -0.3], [1.0, -0.3, 0.4], [-0.5, -0.4, 0.1], [-0.1, -0.1, 1.1], [0.5, 0.2, -0.7], [0.2, -0.4, 0.4], [-1.0, 0.6, 0.6], [1.0, -0.5, -0.4], [0.0, 0.1, -0.5], [-1.3, 0.9, -1.0], [0.3, -0.2, 0.3], [-0.1, -0.4, -0.5], [-0.3, 0.2, 0.7], [0.4, -0.3, -0.4], [-0.5, 0.0, 0.6], [1.9, 0.5, -0.7], [-0.7, 0.4, 0.4], [-0.7, -0.7, -0.1], [0.1, 0.2, -0.2], [0.0, -0.1, 0.0], [-0.3, -0.1, 0.2], [-0.2, 0.0, 0.0], [0.3, 0.1, 0.2], [-0.4, -0.1, -0.3], [0.0, 0.2, -0.5], [-0.2, -0.2, 0.0], [0.2, -0.3, -0.1], [0.1, -0.2, -0.1], [-0.5, 0.3, 0.3], [0.6, 0.1, 0.7], [0.1, -0.3, -0.1], [0.1, 0.3, -0.3], [0.0, -0.2, 0.2], [0.1, 0.2, 0.0], [-0.1, -0.1, -0.1], [0.2, 0.2, -0.2], [-0.1, 0.2, -0.1], [-0.2, 0.0, 0.1], [-0.1, 0.0, 0.2], [0.0, -0.3, 0.0], [-0.1, -0.1, 0.1], [3.3, -1.7, 0.3], [-4.7, 4.3, -1.0], [0.0, -0.4, 0.7], [0.4, 0.3, -0.2], [-0.2, -0.3, 0.0], [0.2, -0.3, -0.3], [0.1, 0.4, 0.2], [0.0, -0.2, 0.2], [1.1, -2.0, 0.3], [-0.2, 0.2, 0.3], [0.3, -0.3, -0.4], [0.0, -0.1, -0.1], [0.1, -0.1, 0.1], [0.0, 0.0, 0.0], [-0.1, 0.1, 0.1], [0.0, 0.0, -0.1], [0.0, 0.0, 0.0], [0.0, 0.1, 0.0], [0.1, -0.2, 0.0], [0.0, 0.0, 0.1], [0.0, 0.0, 0.0], [0.0, 0.0, 0.0], [0.0, 0.1, 0.0], [0.0, 0.0, 0.0], [-0.1, 0.0, -0.1], [-0.1, 0.1, 0.1], [-0.1, -0.1, 0.0], [-0.2, 0.0, 0.0], [0.0, 0.0, 0.3]]
}

=====

# 2
{
  "formula": "C18H40Cl6O6",
  "method": "ωB97M-V/def2-TZVPD",
  "smiles": "COCCOCCOC.COCCOCCOC.ClCCCl.ClCCCl.ClCCCl",
  "e_lumo_ev": 0.483,
  "homo_lumo_gap_ev": 10.08,
  "symbols": ["C", "O", "C", "C", "O", "C", "C", "O", "C", "H", "H", "H", "H", "H", "H", "H", "H", "H", "H", "H", "H", "H", "H", "C", "O", "C", "C", "O", "C", "C", "O", "C", "H", "H", "H", "H", "H", "H", "H", "H", "H", "H", "H", "H", "H", "H", "Cl", "C", "C", "Cl", "H", "H", "H", "H", "Cl", "C", "C", "Cl", "H", "H", "H", "H", "Cl", "C", "C", "Cl", "H", "H", "H", "H"],
  "xyz": [[19.97462, 12.74246, 11.16505], [20.00341, 13.59655, 10.02651], [20.87987, 13.00424, 9.12255], [20.91686, 13.74645, 7.88277], [19.58895, 13.72430, 7.37035], [19.53786, 14.32458, 6.07571], [18.16408, 14.32555, 5.38975], [17.20409, 15.15616, 6.01954], [16.01969, 15.08165, 5.31648], [20.86654, 12.95653, 11.76683], [19.93518, 11.71682, 10.86586], [19.16219, 12.97657, 11.84943], [20.57717, 11.96427, 8.88214], [21.87146, 12.88178, 9.56441], [21.62946, 13.23390, 7.22044], [21.09870, 14.81842, 8.03252], [20.19372, 13.81219, 5.41155], [19.87550, 15.37426, 6.13229], [17.73577, 13.37330, 5.32518], [18.35030, 14.66777, 4.37436], [15.37514, 15.90810, 5.65340], [15.55306, 14.07628, 5.41775], [16.17342, 15.26239, 4.21548], [14.11442, 18.12275, 11.51525], [14.36733, 17.78775, 10.17426], [14.06466, 16.47031, 9.67845], [12.64164, 16.38569, 9.14541], [11.74833, 16.54624, 10.24101], [10.44152, 17.00301, 9.83741], [9.79021, 17.38708, 11.11498], [9.98579, 16.41263, 12.09578], [8.94010, 15.44755, 12.07141], [14.34081, 17.26000, 12.18924], [13.05149, 18.30881, 11.75244], [14.73065, 18.93648, 11.73724], [14.30795, 15.67830, 10.41061], [14.77798, 16.35819, 8.87028], [12.49130, 15.48671, 8.57523], [12.51590, 17.21608, 8.40650], [9.92291, 16.15625, 9.41510], [10.48033, 17.79231, 9.14177], [8.71824, 17.58706, 11.01402], [10.14896, 18.38466, 11.46353], [8.75523, 14.98046, 11.12794], [8.01776, 16.00639, 12.37233], [9.20191, 14.67775, 12.83824], [12.24359, 13.13088, 13.70640], [12.47071, 13.69065, 12.01797], [12.26474, 12.60586, 10.94369], [10.52961, 12.17587, 10.82738], [13.50040, 14.01106, 11.99790], [11.84863, 14.52862, 11.83840], [12.90080, 11.76041, 11.19142], [12.53194, 13.11044, 10.01688], [21.10610, 8.55501, 10.13847], [19.45956, 9.17931, 10.17953], [18.42174, 8.05797, 10.18253], [18.06248, 7.47166, 11.80268], [19.43167, 9.82433, 9.29353], [19.21487, 9.85580, 10.99461], [18.64529, 7.21652, 9.53791], [17.48052, 8.44488, 9.76328], [16.34049, 11.41241, 10.37682], [16.42666, 12.88454, 9.36141], [16.18922, 12.69051, 7.89544], [14.55165, 12.11794, 7.48640], [17.41033, 13.25041, 9.54129], [15.64157, 13.58380, 9.76240], [16.93211, 12.01415, 7.50888], [16.25414, 13.69526, 7.43299]],
  "forces_ev_per_a": [[0.4, 1.5, 0.9], [-0.6, -0.6, 0.7], [0.3, -1.3, 0.9], [-0.8, 1.2, -1.2], [-0.5, -0.3, -1.3], [-1.1, 0.8, 0.7], [1.1, 1.2, 1.0], [1.3, 0.2, 0.3], [-1.1, 0.4, -1.3], [0.2, -0.5, -0.1], [0.0, -0.6, 0.0], [-0.4, 0.1, -0.4], [-0.2, 0.2, 0.1], [0.3, 0.3, 0.0], [0.0, 0.5, -0.2], [0.9, -0.2, 0.0], [0.7, -0.6, -0.7], [0.0, -0.2, 0.1], [-0.4, -1.9, -0.1], [0.0, 0.2, -0.3], [0.0, -0.6, 0.1], [-0.1, 0.6, 0.0], [0.0, -0.2, 0.7], [-1.5, -2.6, 0.5], [-0.1, -0.6, -0.6], [0.1, 0.9, 0.4], [0.4, 1.5, 0.2], [0.1, 0.3, -1.2], [0.9, -1.8, 1.3], [-0.6, 1.7, 0.8], [0.0, -0.5, 0.0], [-0.3, 0.7, 2.1], [0.3, 0.5, -0.3], [0.3, 0.3, -0.5], [0.8, 1.3, 0.5], [-0.3, 0.4, 0.1], [0.0, -0.2, -0.4], [-0.2, -0.9, -0.1], [0.1, -0.3, 0.5], [-0.3, -0.4, -0.5], [0.2, 1.1, -0.9], [-0.2, -0.2, -0.4], [0.4, -0.8, 0.0], [0.2, -0.3, -0.8], [0.3, -0.8, -0.1], [-0.3, 0.6, -0.7], [-0.2, -0.1, -0.2], [0.4, -1.2, 0.0], [0.0, 1.4, 1.1], [0.4, -0.2, 0.0], [0.4, 0.1, -0.2], [-0.7, 0.8, 0.0], [-0.3, -0.3, -0.4], [0.1, -0.5, -0.2], [0.5, -0.1, 0.6], [-0.8, 0.1, -0.7], [-0.7, 0.8, -1.1], [0.1, -0.2, 0.4], [-0.5, -0.5, -0.1], [0.6, -0.3, 0.4], [0.5, -0.1, 0.1], [0.2, 0.2, 0.4], [-0.1, -0.3, -0.2], [-1.8, 0.6, 0.7], [0.0, 0.8, 0.0], [0.0, -0.2, 0.1], [0.7, 0.6, -0.1], [0.9, -0.6, -0.2], [0.1, -0.2, -0.5], [0.4, -0.7, 0.2]]
}